2 unconnected molecules or ions with the total composition C16H17NO, computed with wB97M-V/def2-TZVPD.

XYZ file:
```
35
Properties=species:S:1:pos:R:3
C 1.92 0.43 2.72
C 0.97 1.17 0.30
C 1.84 0.46 1.21
C 1.48 1.00 -1.01
C 2.90 0.01 0.45
C -0.19 1.94 0.57
C -0.64 2.63 -0.55
C -0.25 2.26 -1.87
C 0.79 1.43 -2.14
N 2.62 0.27 -0.88
H -0.39 2.19 1.60
H -1.32 3.48 -0.43
H -0.79 2.72 -2.68
H 1.41 -0.51 3.13
H 1.49 1.31 3.28
H 3.77 -0.57 0.73
H 2.94 -0.30 -1.66
H 0.93 0.93 -3.08
H 2.96 0.31 3.03
C -0.85 -2.23 -2.59
C -0.79 -2.62 -0.09
C -1.15 -1.81 -1.17
C -1.06 -2.15 1.19
C -1.79 -0.56 -0.99
C -1.71 -0.94 1.42
C -2.10 -0.22 0.30
O -1.93 -0.49 2.70
H -0.48 -3.63 -0.32
H -0.89 -2.93 1.93
H -0.96 -3.37 -2.67
H 0.14 -2.12 -3.01
H -1.94 0.04 -1.89
H -2.62 0.71 0.45
H -1.21 0.14 2.81
H -1.58 -1.88 -3.33
```

## Properties
2S+1: 1
structure (SMILES): Cc1c[nH]c2ccccc12.Cc1ccc(O)cc1

Here are the Löwdin charges for atoms 1 to 5, given in e: -0.06, -0.14, -0.22, -0.22, -0.06

---

C16H17NO6 in the gas phase, computed with wB97M-V/def2-TZVPD.

XYZ file:
```
40
Properties=species:S:1:pos:R:3
C -4.34 -0.20 1.05
H -4.67 -1.22 1.28
O -3.02 0.02 1.50
C -2.02 -0.74 0.97
C -0.74 -0.50 1.47
C 0.35 -1.21 1.01
C 0.18 -2.18 0.03
C -1.09 -2.43 -0.46
C -2.19 -1.72 0.00
H -3.16 -1.95 -0.40
H -1.21 -3.19 -1.22
O 1.19 -2.95 -0.50
C 2.51 -2.66 -0.12
C 2.92 -1.24 -0.51
O 2.61 -0.70 -1.54
O 3.64 -0.68 0.46
C 4.06 0.67 0.28
H 4.34 0.84 -0.77
H 4.91 0.81 0.94
C 2.94 1.66 0.69
O 3.00 2.30 1.71
N 1.93 1.71 -0.19
H 1.92 1.13 -1.01
C 0.76 2.54 0.05
C -0.44 1.98 -0.66
C -1.74 2.39 -0.65
C -2.41 1.53 -1.56
C -1.47 0.68 -2.04
O -0.27 0.95 -1.50
H -1.52 -0.13 -2.74
H -3.45 1.57 -1.82
H -2.16 3.18 -0.08
H 0.95 3.56 -0.30
H 0.59 2.59 1.13
H 2.67 -2.81 0.96
H 3.13 -3.37 -0.68
H 1.32 -0.99 1.43
H -0.62 0.26 2.23
H -4.96 0.51 1.59
H -4.43 -0.02 -0.02
```

## Properties
2S+1: 1
structure (SMILES): COc1ccc(OCC(=O)OCC(=O)NCc2ccco2)cc1

Here are the Löwdin charges for atoms 1 to 5, given in e: -0.09, 0.10, -0.09, -0.29, 0.01

---

A molecular structure, C16H18B2CdN6O2, computed with wB97M-V/def2-TZVPD.

XYZ file:
```
45
Properties=species:S:1:pos:R:3
H 0.83 -2.70 1.26
N 0.30 -1.79 -0.58
B -0.36 -1.37 -3.01
N -0.02 -2.31 -1.82
C 0.10 -3.65 -1.81
Cd 0.43 0.70 -0.21
H -0.09 -4.22 -2.71
C 0.48 -4.03 -0.52
H 0.65 -5.03 -0.18
C 0.58 -2.83 0.21
H -0.60 -1.98 -4.01
C 1.13 2.95 0.80
H 1.39 3.19 1.84
H 0.05 3.12 0.65
H 1.70 3.60 0.11
N 0.88 -0.45 -3.17
N -1.53 -0.43 -2.60
N 1.34 0.36 -2.13
N -1.46 0.38 -1.49
C 1.67 -0.30 -4.25
C -2.69 -0.22 -3.26
H 1.45 -0.85 -5.15
H -2.90 -0.74 -4.18
C 2.68 0.62 -3.92
C -3.41 0.73 -2.54
C 2.44 1.00 -2.59
C -2.61 1.07 -1.43
H 3.47 0.96 -4.57
H -4.37 1.13 -2.79
H 3.00 1.69 -1.96
H -2.82 1.76 -0.62
H 1.58 1.88 0.68
O -0.62 1.65 2.70
B -0.11 0.52 1.98
O -0.10 -0.56 2.90
C -0.53 -0.09 4.11
C -0.49 -0.69 5.35
C -0.74 0.11 6.48
C -1.04 1.46 6.34
C -1.11 2.06 5.07
C -0.84 1.26 3.98
H -0.24 -1.75 5.44
H -0.70 -0.34 7.48
H -1.23 2.08 7.23
H -1.32 3.12 4.93
```

## Properties
2S+1: 1

Here are the Löwdin charges for atoms 1 to 5, given in e: 0.10, -0.03, -0.51, -0.05, -0.09

---

C16H18BClO6 in the gas phase, computed with wB97M-V/def2-TZVPD.

XYZ file:
```
42
Properties=species:S:1:pos:R:3
C -1.73 -0.13 -3.36
C -0.87 -1.33 -3.07
O -1.26 -1.93 -1.84
C -0.40 -2.98 -1.49
C -1.00 -3.81 -0.40
O -1.37 -3.06 0.78
C -0.65 -1.97 1.04
C 0.64 -1.91 1.37
Cl 1.62 -3.32 1.50
C 1.31 -0.63 1.68
O 2.30 -0.61 2.36
C 0.70 0.58 1.10
C 1.47 1.72 0.88
B 3.02 1.78 1.24
O 3.92 1.34 0.27
O 3.53 2.31 2.37
C 2.67 2.52 3.48
C 0.87 2.83 0.29
C -0.48 2.83 -0.03
C -1.27 1.69 0.20
C -2.72 1.74 -0.20
C -0.66 0.56 0.76
C -1.43 -0.69 0.99
O -2.62 -0.72 1.14
H -1.44 0.25 -4.33
H -1.61 0.65 -2.62
H -2.76 -0.46 -3.44
H -0.98 -2.05 -3.89
H 0.19 -1.07 -3.01
H -0.26 -3.65 -2.35
H 0.61 -2.62 -1.24
H -1.93 -4.24 -0.76
H -0.34 -4.63 -0.14
H 4.34 0.54 0.60
H 1.94 3.31 3.29
H 2.15 1.62 3.77
H 3.27 2.84 4.33
H 1.45 3.72 0.11
H -0.95 3.69 -0.48
H -2.93 2.68 -0.71
H -2.97 0.94 -0.88
H -3.37 1.68 0.67
```

## Properties
2S+1: 1
structure (SMILES): CCOCCOC1=C(Cl)C(=O)c2c(B(O)OC)ccc(C)c2C1=O

Here are the Löwdin charges for atoms 1 to 5, given in e: -0.06, -0.27, -0.12, -0.22, -0.14

---

no.,energy (hartree),LUMO energy (eV)
1,-749.84701,0.761
2,-1126.07685,0.771
3,-1317.05984,0.598
4,-1557.03963,-1.012